Formula: C5H7N3
Source: the Open Molecules 2025 dataset
Level of theory: wB97M-V/def2-TZVPD

```
! RIJCOSX wB97M-V def2-TZVPD def2/J DEFGRID3
* xyz 0 1
C 0.13539 -1.82648 -0.28293
C -0.65435 0.68185 -0.56441
C 0.04386 -0.34829 -0.02602
N -0.74017 2.02630 -0.38313
C 1.43232 0.36916 -0.11253
N 2.28672 0.30706 0.84291
C -1.85966 -0.03149 0.36001
N -2.88303 -0.26337 0.85438
H -1.52032 2.59434 -0.69667
H -0.34422 2.46698 0.44443
H 1.86828 -0.10737 1.68098
H 1.75950 0.77130 -1.07925
H 0.95616 -2.06650 -0.96562
H -0.77856 -2.22313 -0.73532
H 0.29808 -2.35036 0.66316
*
```

The calculation puts the HOMO-LUMO gap at 8.779 eV. Its total energy is -358.7916 Ha.

Mulliken population analysis, charges in e, atoms 1 to 5: -1.168 0.422 0.299 -0.444 -0.068

Formula: C29H31FN2SSeZn
Source: the Open Molecules 2025 dataset
Level of theory: wB97M-V/def2-TZVPD

```
! RIJCOSX wB97M-V def2-TZVPD def2/J DEFGRID3
* xyz -2 1
Zn 0.00000 0.00000 0.00000
S -1.76664 -0.55644 -1.28464
C -1.30063 -1.96155 -0.52168
C -1.92266 -3.18404 -0.69346
C -1.41742 -4.27068 0.01437
C -0.32391 -4.07915 0.85130
C 0.21097 -2.80111 0.93704
N -0.26226 -1.73315 0.26034
H -2.77281 -3.28798 -1.35643
H -1.87452 -5.24740 -0.09046
H 0.10041 -4.89589 1.41957
H 1.06362 -2.58983 1.57270
C -2.77398 2.41411 1.23400
C -3.38925 1.37457 0.29752
C -3.12309 -0.04932 0.79846
C -3.05768 1.50147 -1.19487
C -4.17115 1.56530 -2.06275
C -4.01955 1.54847 -3.44047
C -2.74941 1.41321 -3.97896
C -1.60217 1.33263 -3.15783
C -0.28117 1.06742 -3.89021
C 0.53367 -0.10491 -3.33263
C 0.58105 2.31620 -4.07273
C -1.73628 1.46276 -1.74059
N -0.64429 1.49505 -0.93251
C -0.13062 2.71742 -0.69124
C -0.46923 3.99808 -1.12777
C 0.26934 5.10532 -0.68491
C 1.34245 4.93683 0.19970
C 1.67468 3.65973 0.64417
C 0.91730 2.59881 0.17559
F 1.07087 1.32210 0.50957
H -3.31787 2.42593 2.18601
H -2.82955 3.42114 0.80952
H -1.73504 2.18727 1.48433
H -4.47349 1.52703 0.39919
H -2.05872 -0.30345 0.77337
H -3.65555 -0.78503 0.18492
H -3.46951 -0.16576 1.83123
H -5.17617 1.61105 -1.65378
H -4.88699 1.59949 -4.08777
H -2.64852 1.35253 -5.05851
H -0.54936 0.74718 -4.90780
H 1.03718 0.13832 -2.39316
H 1.31601 -0.39185 -4.04467
H -0.10104 -0.98181 -3.16435
H 1.09390 2.60469 -3.15292
H -0.01628 3.16759 -4.41591
H 1.35894 2.13092 -4.82223
H -1.30282 4.13440 -1.81025
H -0.00166 6.09616 -1.03403
H 1.90724 5.79763 0.53972
H 2.48727 3.48231 1.33331
Se 1.61288 -0.80868 1.53264
C 2.94552 -1.44738 2.75707
C 3.60383 -2.65775 2.50799
C 4.57508 -3.12276 3.40094
C 4.88932 -2.37895 4.54300
C 4.23229 -1.16974 4.79278
C 3.26081 -0.70361 3.90065
H 3.36425 -3.23693 1.62554
H 5.08369 -4.05840 3.20788
H 5.64089 -2.73918 5.23354
H 4.47567 -0.59444 5.67675
H 2.75516 0.23279 4.09842
H -0.95422 0.32065 1.17336
*
```

The calculation puts the HOMO-LUMO gap at 4.600 eV. Its total energy is -5911.5831 Ha.

Mulliken population analysis, charges in e, atoms 1 to 5: -0.860 -0.316 0.661 -1.248 -0.284

Formula: C32H60N2O9
Source: the Open Molecules 2025 dataset
Level of theory: wB97M-V/def2-TZVPD

```
! RIJCOSX wB97M-V def2-TZVPD def2/J DEFGRID3
* xyz 0 1
C -4.16420 -0.34137 -8.33531
C -2.92162 0.28623 -7.49468
C -3.02934 1.88978 -7.56552
C -1.58046 -0.32577 -8.15617
C -0.23694 0.46974 -7.79299
C 0.43602 0.01448 -6.38745
C -0.26626 -0.94597 -5.37895
N 0.22837 -1.41308 -4.12053
C 1.50974 -0.79259 -3.90583
C 2.23141 -1.14432 -2.53048
C 1.60368 -2.15827 -1.44599
C 0.06011 -1.52321 -0.99370
C 0.09124 -0.59394 0.41406
O -0.07545 -0.01318 -1.08030
C 3.63758 -0.55346 -2.14736
C 4.40933 0.41524 -3.11743
C 3.69796 0.74607 -4.47229
C 2.27239 0.16665 -4.85197
N 1.73293 0.55802 -6.12684
H -4.23966 0.12325 -9.37828
H -5.10299 -0.14689 -7.70168
H -4.03101 -1.48081 -8.37761
H -3.07430 -0.02148 -6.40404
H -2.82214 2.32857 -6.51907
H -4.11910 2.19446 -7.82290
H -2.31222 2.39073 -8.30203
H -1.72978 -0.23117 -9.30435
H -1.52518 -1.46465 -7.95262
H -0.32376 1.60709 -7.85386
H 0.54772 0.17164 -8.59555
H -1.31464 -1.33085 -5.67902
H 2.20756 -2.15440 -0.46416
H 1.40248 -3.20314 -1.85984
H -0.90618 -2.21662 -1.17857
H -1.00566 -0.39212 0.69123
H 0.95716 0.14388 0.54465
H 4.14271 -0.81561 -1.15656
H 5.44123 0.86318 -2.93187
H 4.27779 1.44198 -5.18862
C 10.07511 2.85715 -0.37768
O 9.55239 4.15590 -0.13076
C 9.02050 4.75956 -1.30805
C 7.49733 4.68149 -1.33199
O 7.04992 3.33379 -1.46962
C 6.60847 2.78174 -0.23687
H 10.25564 2.37363 0.58383
H 9.37706 2.24114 -0.95005
H 11.02405 2.93812 -0.91828
H 9.44911 4.30528 -2.20794
H 9.31753 5.81291 -1.28765
H 7.13045 5.22971 -2.20505
H 7.06716 5.14664 -0.43846
H 5.63626 3.20678 0.03112
H 7.32405 2.96103 0.57005
H 6.49489 1.70367 -0.36642
C -5.76084 -1.83375 2.57462
O -6.13991 -1.63409 1.21876
C -5.35629 -0.62920 0.57888
C -4.28834 -1.24607 -0.31856
O -3.30382 -1.93744 0.44914
C -3.49316 -3.34581 0.42762
H -6.23517 -2.74998 2.93009
H -4.67824 -1.93956 2.68185
H -6.11118 -0.99319 3.18316
H -4.90559 0.04354 1.31669
H -6.03890 -0.04039 -0.04193
H -3.77041 -0.44331 -0.85247
H -4.73855 -1.90941 -1.06496
H -3.19204 -3.74508 -0.54619
H -4.53114 -3.62039 0.63325
H -2.85818 -3.78764 1.19810
C -0.52633 -2.01451 5.80995
O -1.07974 -2.83438 4.78791
C -0.64853 -2.44323 3.48609
C 0.44434 -3.36908 2.96165
O 1.64660 -3.23230 3.71799
C 1.82357 -4.29133 4.64833
H -0.71133 -2.49541 6.77206
H 0.55229 -1.88679 5.68823
H -1.01725 -1.03573 5.80188
H -0.31263 -1.40053 3.48266
H -1.51899 -2.51917 2.82633
H 0.68174 -3.08489 1.93172
H 0.10452 -4.41066 2.95288
H 2.11503 -5.20411 4.11924
H 0.91754 -4.47688 5.23149
H 2.62636 -4.01302 5.33363
C -4.92203 1.43797 8.94362
O -4.60957 2.59253 8.17516
C -3.21062 2.86750 8.15345
C -2.57735 2.41870 6.84038
O -2.59561 0.99752 6.71580
C -3.62867 0.54529 5.84994
H -5.95714 1.16074 8.73727
H -4.27867 0.59298 8.68590
H -4.82126 1.66627 10.00993
H -2.70771 2.40296 9.00852
H -3.09803 3.95251 8.24449
H -1.52702 2.72572 6.83317
H -3.07128 2.89229 5.98502
H -3.35828 0.75710 4.81052
H -4.58943 1.01206 6.08334
H -3.72916 -0.53501 5.97171
*
```

The calculation puts the HOMO-LUMO gap at 7.464 eV. Its total energy is -2041.4038 Ha.

Mulliken population analysis, charges in e, atoms 1 to 5: -1.403 0.838 -1.203 -1.043 -0.403

Formula: C6H13NO
Source: the Open Molecules 2025 dataset
Level of theory: wB97M-V/def2-TZVPD

```
! RIJCOSX wB97M-V def2-TZVPD def2/J DEFGRID3
* xyz 0 1
C 1.27370 -0.85070 -0.84148
C -1.74415 0.01738 1.25568
C -1.20528 1.70016 -0.48024
C -1.86927 -0.55665 -1.10990
C 3.31518 0.30764 -0.35372
C -1.67891 0.53060 -0.13158
N 1.95646 -0.07038 -0.10006
O 1.42294 0.46603 1.06694
H 1.86686 -1.21622 -1.74169
H -1.23345 -0.86374 1.39662
H -1.14920 0.85237 1.74134
H -2.67895 -0.05029 1.79114
H -0.94799 2.43593 0.27744
H -1.20145 1.98369 -1.52502
H 0.48256 0.91726 0.89595
H -0.91199 -0.99169 -1.24586
H -2.53073 -1.33500 -0.79954
H -2.40708 -0.37184 -2.08123
H 4.00553 -0.51838 0.17818
H 3.65422 0.23576 -1.44262
H 3.55688 1.31390 -0.13915
*
```

The calculation puts the HOMO-LUMO gap at 9.097 eV. Its total energy is -366.1952 Ha.

Mulliken population analysis, charges in e, atoms 1 to 5: -0.416 -1.026 -0.830 -1.142 -0.880

Formula: C18H34FIN2
Source: the Open Molecules 2025 dataset
Level of theory: wB97M-V/def2-TZVPD

```
! RIJCOSX wB97M-V def2-TZVPD def2/J DEFGRID3
* xyz 0 1
N -4.97312 1.27428 -4.04114
C -3.69800 1.26584 -3.73904
C -2.23605 1.31948 -2.94882
I -2.38473 0.57150 -0.89694
C -1.16700 0.36713 -3.75094
C -1.19648 -1.14576 -3.11891
N -1.33399 -2.35018 -2.66832
C 0.31874 1.05534 -3.82565
C 1.30915 0.71407 -2.56448
F 1.90477 -0.65352 -2.68568
H -1.89726 2.43949 -2.96408
H -1.56452 0.29094 -4.86991
H 0.13881 2.23510 -3.80287
H 0.78236 0.80802 -4.88456
H 2.23649 1.46251 -2.61647
H 0.81707 0.91384 -1.50364
C -1.87547 3.11141 2.43287
C -2.80850 2.42972 3.42190
C -4.26005 2.36060 2.93921
C -4.94628 3.71533 2.72329
C -4.97986 4.63365 3.94690
C -5.76581 4.05415 5.11182
H -2.15296 4.15637 2.27036
H -0.84919 3.09670 2.81462
H -1.88468 2.59535 1.46836
H -2.75079 2.93468 4.39139
H -2.45042 1.40505 3.58729
H -4.83996 1.76890 3.65599
H -4.29268 1.80311 1.99360
H -5.97402 3.53097 2.38731
H -4.45242 4.24536 1.90038
H -5.44509 5.58293 3.65233
H -3.96369 4.87808 4.27295
H -6.79950 3.84101 4.81920
H -5.79161 4.76945 5.94094
H -5.31492 3.13116 5.48521
C 6.80877 -5.21901 -0.83154
C 5.54279 -5.08793 -1.66432
C 5.16480 -3.63605 -1.97079
C 4.84244 -2.76841 -0.74764
C 3.71476 -3.29044 0.14539
C 2.37195 -3.36352 -0.56319
H 6.69337 -4.75937 0.15373
H 7.04835 -6.27644 -0.67779
H 7.65833 -4.74999 -1.33648
H 4.71646 -5.60113 -1.16231
H 5.69756 -5.61277 -2.61622
H 4.30893 -3.63357 -2.65465
H 5.98986 -3.16376 -2.52059
H 4.58302 -1.76197 -1.09820
H 5.74613 -2.64991 -0.13828
H 3.61692 -2.61640 1.00589
H 3.97042 -4.27374 0.55333
H 2.07588 -2.37997 -0.94337
H 1.59723 -3.70212 0.13317
H 2.39370 -4.06560 -1.40060
*
```

The calculation puts the HOMO-LUMO gap at 9.071 eV. Its total energy is -1213.1051 Ha.

Mulliken population analysis, charges in e, atoms 1 to 5: -0.426 0.116 -0.353 0.176 0.163